(w)
{
  "formula": "C3H13NO3",
  "method": "the ωB97M-V functional and the def2-TZVPD basis",
  "homo_lumo_gap_ev": [10.748, 6.146],
  "s_squared": 0.76,
  "charge": 1,
  "multiplicity": 2,
  "homo_ev": [-14.15, -14.15],
  "species": ["C", "O", "C", "C", "N", "H", "H", "H", "H", "H", "H", "H", "H", "H", "H", "H", "O", "H", "H", "O"],
  "coordinates": [[0.24, -0.32, -1.46], [-0.80, 0.11, -2.30], [0.79, 0.70, -0.41], [1.39, -0.04, 0.79], [-0.18, 1.63, 0.04], [1.08, -0.55, -2.11], [-0.05, -1.25, -0.97], [-1.33, 0.81, -1.90], [1.53, 1.30, -0.97], [2.03, 0.60, 1.37], [0.60, -0.50, 1.40], [2.03, -0.83, 0.44], [-0.28, 1.72, 1.05], [-0.94, 2.08, -0.47], [1.37, -2.42, 3.50], [1.88, -3.82, 3.93], [1.93, -3.15, 3.24], [-3.24, 0.53, -0.60], [-3.35, 1.91, -0.04], [-2.86, 1.41, -0.71]],
  "nbo_charge": [-0.044, -0.671, -0.138, -0.637, -0.321, 0.214, 0.203, 0.478, 0.301, 0.244, 0.228, 0.265, 0.410, 0.436, 0.461, 0.483, -0.944, 0.504, 0.500, -0.972]
}


(x)
{
  "formula": "C3H13NO3",
  "method": "the ωB97M-V functional and the def2-TZVPD basis",
  "homo_lumo_gap_ev": [10.279, 5.143],
  "s_squared": 0.75,
  "charge": 1,
  "multiplicity": 2,
  "homo_ev": [-13.73, -13.73],
  "species": ["C", "C", "C", "O", "N", "H", "H", "H", "H", "H", "H", "H", "H", "H", "H", "H", "O", "H", "H", "O"],
  "coordinates": [[0.12, -0.26, 1.19], [-0.30, 1.13, 0.64], [0.86, 1.95, 0.09], [-1.37, 0.93, -0.21], [-0.68, -0.76, 2.30], [1.11, -0.12, 1.68], [-0.01, -0.97, 0.38], [-0.63, 1.71, 1.52], [0.47, 2.87, -0.30], [1.33, 1.43, -0.73], [1.53, 2.30, 0.88], [-1.95, 1.70, -0.23], [-0.97, -1.74, 2.20], [-0.29, -0.69, 3.24], [0.02, 1.35, -4.11], [0.76, 0.50, -5.13], [0.84, 0.86, -4.23], [-0.93, -3.91, 0.69], [0.27, -4.57, 0.02], [-0.19, -3.73, 0.11]],
  "nbo_charge": [-0.284, 0.130, -0.643, -0.696, -0.290, 0.282, 0.289, 0.175, 0.243, 0.240, 0.231, 0.502, 0.410, 0.406, 0.466, 0.476, -0.942, 0.464, 0.492, -0.953]
}


Going by the energies, (w) is most stable and the next is 0.466 eV up.


(w)
{
  "formula": "C4H6O4",
  "method": "the ωB97M-V functional and the def2-TZVPD basis",
  "homo_lumo_gap_ev": 10.779,
  "charge": 0,
  "homo_ev": -10.06,
  "species": ["C", "C", "C", "C", "O", "O", "O", "O", "H", "H", "H", "H", "H", "H"],
  "coordinates": [[1.51, 0.22, -1.76], [-2.23, -0.49, 0.85], [1.43, 0.02, 0.80], [-0.06, 0.43, 0.90], [1.14, 0.85, -0.53], [-0.85, -0.59, 0.49], [2.35, -0.63, 1.09], [-0.38, 1.35, 1.60], [1.75, -0.84, -1.59], [0.70, 0.31, -2.49], [-2.36, -0.70, 1.92], [-2.60, 0.53, 0.67], [2.38, 0.74, -2.16], [-2.79, -1.19, 0.23]],
  "nbo_charge": [-0.263, -0.262, 0.768, 0.744, -0.597, -0.514, -0.450, -0.589, 0.182, 0.194, 0.193, 0.203, 0.190, 0.201]
}


(x)
{
  "formula": "C4H6O4",
  "method": "the ωB97M-V functional and the def2-TZVPD basis",
  "homo_lumo_gap_ev": 9.699,
  "charge": 0,
  "homo_ev": -8.95,
  "smiles": "CC(=C=O)[C@H](O)OO",
  "species": ["C", "C", "C", "C", "O", "O", "O", "O", "H", "H", "H", "H", "H", "H"],
  "coordinates": [[-1.90, 0.27, 0.24], [-0.29, -0.90, -1.27], [-0.54, -0.06, -0.30], [0.66, 0.57, 0.36], [1.84, -0.20, -0.04], [1.92, -1.42, 0.67], [0.88, 1.84, -0.14], [-0.17, -1.72, -2.09], [1.99, -2.09, -0.04], [1.80, 2.08, 0.01], [0.54, 0.56, 1.46], [-2.01, 1.35, 0.35], [-2.69, -0.08, -0.43], [-2.04, -0.19, 1.22]],
  "nbo_charge": [-0.597, 0.741, -0.388, 0.388, -0.310, -0.447, -0.697, -0.463, 0.468, 0.488, 0.154, 0.224, 0.226, 0.214]
}


Going by the energies, (w) is most stable and the next is 1.547 eV up.


(w)
{
  "formula": "C19H25N3O4",
  "method": "the ωB97M-V functional and the def2-TZVPD basis",
  "homo_lumo_gap_ev": 8.743,
  "charge": 0,
  "homo_ev": -8.79,
  "smiles": "CCCCCCC(=O)NNC(=O)c1c(O)c2ccccc2n(CC)c1=O",
  "species": ["C", "C", "C", "C", "C", "C", "C", "O", "N", "N", "C", "O", "C", "C", "O", "H", "C", "C", "C", "C", "C", "C", "N", "C", "O", "C", "C", "H", "H", "H", "H", "H", "H", "H", "H", "H", "H", "H", "H", "H", "H", "H", "H", "H", "H", "H", "H", "H", "H", "H", "H"],
  "coordinates": [[4.00, -3.19, -2.64], [3.86, -4.71, -2.61], [2.58, -5.23, -3.29], [1.44, -5.54, -2.32], [0.95, -4.31, -1.55], [-0.30, -4.62, -0.72], [-0.68, -3.37, 0.04], [-0.37, -3.14, 1.18], [-1.44, -2.50, -0.71], [-1.54, -1.18, -0.30], [-0.48, -0.36, -0.43], [0.50, -0.70, -1.11], [-0.56, 0.96, 0.21], [0.51, 1.82, 0.06], [1.57, 1.52, -0.66], [1.44, 0.59, -1.01], [0.48, 3.11, 0.69], [1.54, 4.01, 0.53], [1.51, 5.24, 1.13], [0.42, 5.60, 1.91], [-0.64, 4.73, 2.08], [-0.63, 3.46, 1.48], [-1.66, 2.57, 1.64], [-1.70, 1.33, 1.02], [-2.69, 0.62, 1.18], [-2.82, 2.90, 2.47], [-3.83, 3.74, 1.71], [-4.67, 3.97, 2.36], [-4.20, 3.18, 0.85], [-3.39, 4.67, 1.35], [-2.48, 3.40, 3.38], [-3.28, 1.94, 2.75], [-1.47, 5.05, 2.69], [0.38, 6.57, 2.38], [2.33, 5.94, 1.00], [2.37, 3.70, -0.08], [-2.28, -0.90, 0.36], [-1.47, -2.64, -1.71], [-1.12, -4.95, -1.36], [-0.08, -5.41, 0.00], [1.73, -3.96, -0.88], [0.73, -3.51, -2.26], [1.77, -6.30, -1.61], [0.61, -5.95, -2.89], [2.25, -4.49, -4.02], [2.81, -6.15, -3.83], [3.89, -5.06, -1.58], [4.73, -5.14, -3.12], [3.16, -2.71, -2.14], [4.03, -2.84, -3.67], [4.92, -2.89, -2.15]],
  "nbo_charge": [-0.605, -0.401, -0.392, -0.386, -0.391, -0.495, 0.686, -0.593, -0.465, -0.445, 0.678, -0.681, -0.409, 0.558, -0.661, 0.523, -0.216, -0.133, -0.246, -0.159, -0.287, 0.296, -0.418, 0.673, -0.670, -0.227, -0.618, 0.217, 0.222, 0.205, 0.198, 0.252, 0.221, 0.218, 0.220, 0.235, 0.448, 0.388, 0.209, 0.233, 0.214, 0.201, 0.196, 0.196, 0.193, 0.205, 0.194, 0.201, 0.208, 0.199, 0.207]
}


(x)
{
  "formula": "C19H25N3O4",
  "method": "the ωB97M-V functional and the def2-TZVPD basis",
  "homo_lumo_gap_ev": 9.007,
  "charge": 0,
  "homo_ev": -8.47,
  "species": ["C", "H", "O", "C", "C", "C", "C", "C", "C", "N", "C", "O", "C", "N", "C", "O", "C", "N", "C", "O", "H", "C", "H", "C", "H", "C", "H", "H", "C", "H", "C", "C", "H", "H", "C", "H", "H", "H", "H", "H", "H", "H", "H", "H", "H", "H", "H", "H", "H", "H", "H"],
  "coordinates": [[2.76, -3.43, -4.81], [3.03, -2.57, -5.39], [1.99, -2.80, -3.60], [1.41, -3.60, -2.80], [1.28, -4.95, -2.94], [0.87, -5.71, -1.89], [0.35, -5.01, -0.92], [0.06, -3.73, -0.76], [0.72, -3.04, -1.79], [0.82, -1.51, -1.84], [0.28, -0.82, -0.91], [-0.56, -1.08, -0.08], [0.39, 0.88, -1.58], [-0.23, 1.64, -0.56], [-0.09, 1.97, 0.62], [1.24, 1.84, 1.09], [-1.21, 2.76, 1.15], [-2.02, 2.67, 0.02], [-1.67, 1.99, -0.84], [-1.99, 1.74, -2.02], [-3.16, 2.80, 0.11], [-1.66, 1.52, 2.28], [-2.14, 0.74, 1.75], [-0.76, 0.98, 3.37], [-1.50, -0.18, 3.62], [-1.02, 1.76, 4.79], [-1.99, 2.30, 4.71], [-0.93, 0.88, 5.65], [0.25, 2.72, 4.89], [1.11, 2.26, 5.19], [0.38, 3.58, 3.86], [-0.95, 4.28, 3.16], [-0.75, 5.41, 3.40], [-1.75, 4.05, 3.63], [-1.02, 4.10, 1.64], [-1.86, 4.56, 1.58], [-0.34, 4.46, 1.19], [1.16, 3.12, 3.01], [1.17, 4.36, 4.12], [0.00, 3.19, 5.87], [0.21, 1.10, 3.00], [-2.44, 2.02, 2.71], [1.63, 0.97, -1.37], [0.28, 1.00, -2.64], [1.35, -1.36, -2.63], [-0.38, -2.98, 0.07], [-0.30, -5.46, -0.02], [0.82, -6.62, -1.84], [1.85, -5.65, -3.51], [3.61, -4.24, -4.53], [1.94, -4.13, -5.37]],
  "nbo_charge": [-0.271, 0.213, -0.512, 0.242, -0.282, -0.202, -0.212, -0.225, 0.103, -0.612, 0.759, -0.616, -0.328, -0.420, 0.648, -0.757, 0.122, -0.556, 0.773, -0.652, 0.424, -0.403, 0.222, -0.393, 0.199, -0.393, 0.194, 0.217, -0.443, 0.222, -0.443, -0.349, 0.213, 0.177, -0.413, 0.210, 0.207, 0.260, 0.218, 0.181, 0.257, 0.186, 0.229, 0.255, 0.431, 0.300, 0.190, 0.193, 0.217, 0.215, 0.204]
}


Going by the energies, (w) is most stable and the next is 17.477 eV up.


(w)
{
  "formula": "C2H4O2S",
  "method": "the ωB97M-V functional and the def2-TZVPD basis",
  "homo_lumo_gap_ev": [7.643, 8.655],
  "s_squared": 2.01,
  "charge": 0,
  "multiplicity": 3,
  "homo_ev": [-6.94, -9.60],
  "species": ["C", "C", "O", "O", "S", "H", "H", "H", "H"],
  "coordinates": [[0.38, 0.43, -0.42], [-0.70, -0.99, 1.06], [1.55, 2.14, -2.35], [-0.69, -0.31, -0.21], [0.32, 1.45, -2.30], [1.12, 0.57, 0.29], [-1.63, -1.60, 1.06], [-0.58, -0.10, 1.75], [0.23, -1.58, 1.11]],
  "nbo_charge": [-0.101, -0.267, -0.803, -0.509, 0.935, 0.155, 0.215, 0.190, 0.185]
}


(x)
{
  "formula": "C2H4O2S",
  "method": "the ωB97M-V functional and the def2-TZVPD basis",
  "homo_lumo_gap_ev": [7.371, 8.148],
  "s_squared": 2.01,
  "charge": 0,
  "multiplicity": 3,
  "homo_ev": [-7.47, -11.02],
  "species": ["C", "C", "O", "O", "S", "H", "H", "H", "H"],
  "coordinates": [[-0.66, -0.75, 0.23], [0.26, -1.53, 0.74], [-2.05, 1.49, 0.15], [1.35, 1.62, -0.74], [-1.97, 0.07, -0.33], [0.80, 0.84, -0.42], [1.28, -1.37, 0.43], [0.09, -2.24, 1.54], [0.89, 1.86, -1.61]],
  "nbo_charge": [-0.280, -0.414, -0.655, -0.935, 0.897, 0.462, 0.229, 0.226, 0.470]
}


Going by the energies, (w) is most stable and the next is 0.342 eV up.


(w)
{
  "formula": "C2H6N4S",
  "method": "the ωB97M-V functional and the def2-TZVPD basis",
  "homo_lumo_gap_ev": 8.689,
  "charge": 0,
  "homo_ev": -8.27,
  "species": ["C", "C", "H", "H", "H", "H", "H", "H", "N", "N", "N", "N", "S"],
  "coordinates": [[0.58, 1.90, -1.20], [-0.93, -0.08, -0.27], [1.80, 0.96, 0.83], [2.31, 0.63, -0.73], [1.61, 2.48, -0.72], [-0.98, 1.77, -2.58], [-1.75, 0.24, -0.78], [0.85, -1.61, 1.48], [1.53, 0.26, -0.01], [0.35, 0.59, -0.59], [-0.10, 2.52, -2.04], [-1.25, -1.16, 0.48], [-0.34, -1.93, 1.65]],
  "nbo_charge": [0.252, 0.251, 0.329, 0.355, 0.165, 0.340, 0.186, 0.080, -0.622, -0.347, -0.609, -0.616, 0.236]
}


(x)
{
  "formula": "C2H6N4S",
  "method": "the ωB97M-V functional and the def2-TZVPD basis",
  "homo_lumo_gap_ev": 8.189,
  "charge": 0,
  "homo_ev": -8.78,
  "species": ["C", "C", "H", "H", "H", "H", "H", "H", "N", "N", "N", "N", "S"],
  "coordinates": [[-0.61, 0.19, -0.27], [3.23, -0.12, 0.27], [-2.83, 0.50, 0.79], [-3.61, -0.13, -0.64], [-1.39, -1.59, 0.25], [0.24, 1.88, -0.40], [3.49, -1.32, 0.88], [3.98, 0.78, 0.20], [-2.89, -0.37, 0.22], [-1.73, -0.74, -0.38], [-0.71, 1.47, -0.11], [2.00, 0.30, -0.51], [0.82, -0.86, -0.31]],
  "nbo_charge": [0.237, -0.138, 0.365, 0.347, 0.344, 0.378, 0.228, 0.219, -0.660, -0.441, -0.707, -0.595, 0.422]
}


(y)
{
  "formula": "C2H6N4S",
  "method": "the ωB97M-V functional and the def2-TZVPD basis",
  "homo_lumo_gap_ev": 7.290,
  "charge": 0,
  "homo_ev": -8.26,
  "species": ["C", "C", "H", "H", "H", "H", "H", "H", "N", "N", "N", "N", "S"],
  "coordinates": [[1.53, -0.80, -0.03], [-0.88, -0.90, 0.39], [0.57, 2.06, -0.88], [1.20, 2.07, 1.30], [2.50, 0.74, -0.82], [2.34, -1.45, -0.46], [-1.18, -1.34, 1.39], [-4.31, -1.05, -0.85], [0.77, 1.45, 0.12], [1.91, 0.58, 0.01], [0.37, -1.36, 0.19], [-1.68, -0.45, -0.49], [-3.16, 0.45, 0.12]],
  "nbo_charge": [0.313, 0.278, 0.399, 0.371, 0.367, 0.184, 0.159, 0.087, -0.694, -0.485, -0.490, -0.614, 0.126]
}


Going by the energies, (w) is most stable and the next is 0.239 eV up.


(w)
{
  "formula": "C4H6N",
  "method": "the ωB97M-V functional and the def2-TZVPD basis",
  "homo_lumo_gap_ev": [9.256, 9.254],
  "charge": 1,
  "homo_ev": [-14.05, -14.05],
  "species": ["C", "C", "C", "C", "N", "H", "H", "H", "H", "H", "H"],
  "coordinates": [[1.64, -0.66, -0.08], [1.40, 0.58, 0.10], [-0.55, -0.83, 0.45], [-0.03, 0.57, 0.53], [-1.12, -0.05, -0.56], [2.27, -1.46, -0.30], [2.10, 1.33, -0.03], [-0.96, -1.54, 1.15], [-0.31, 1.24, 1.28], [-1.08, -0.18, -1.54], [-2.11, 0.18, -0.24]],
  "nbo_charge": [0.086, -0.312, -0.112, 0.024, -0.581, 0.230, 0.263, 0.265, 0.244, 0.450, 0.443]
}


(x)
{
  "formula": "C4H6N",
  "method": "the ωB97M-V functional and the def2-TZVPD basis",
  "homo_lumo_gap_ev": 9.694,
  "charge": 1,
  "homo_ev": -15.28,
  "smiles": "C=C1CC1=[NH2+]",
  "species": ["C", "C", "C", "C", "N", "H", "H", "H", "H", "H", "H"],
  "coordinates": [[0.09, 0.40, -0.52], [-0.06, -0.34, 0.67], [-0.34, 0.93, -1.70], [1.31, -0.15, 0.29], [-1.01, -0.82, 1.32], [0.41, 1.12, -2.41], [-1.33, 1.20, -1.79], [1.88, -1.09, 0.32], [1.91, 0.60, 0.78], [-1.94, -0.88, 0.94], [-1.01, -1.44, 2.16]],
  "nbo_charge": [-0.084, 0.409, -0.172, -0.458, -0.607, 0.239, 0.227, 0.281, 0.289, 0.433, 0.444]
}


(y)
{
  "formula": "C4H6N",
  "method": "the ωB97M-V functional and the def2-TZVPD basis",
  "homo_lumo_gap_ev": 9.769,
  "charge": 1,
  "homo_ev": -15.79,
  "smiles": "C=C=C=[NH+]C",
  "species": ["C", "C", "C", "C", "N", "H", "H", "H", "H", "H", "H"],
  "coordinates": [[1.52, 0.07, 0.14], [0.37, 0.29, -0.29], [2.83, -0.05, 0.19], [-2.24, -0.05, 0.31], [-0.89, 0.17, -0.51], [3.34, -0.06, -0.75], [3.28, -0.40, 1.06], [-2.15, -0.96, 0.86], [-2.90, 0.03, -0.54], [-0.89, 0.32, -1.52], [-2.27, 0.63, 1.06]],
  "nbo_charge": [-0.074, 0.388, -0.155, -0.343, -0.469, 0.255, 0.245, 0.242, 0.245, 0.436, 0.231]
}


Going by the energies, (x) is most stable and the next is 0.612 eV up.